[1]
{
  "formula": "C4H9NO2",
  "method": "wB97M-V/def2-TZVPD",
  "species": ["C", "C", "O", "C", "N", "C", "O", "H", "H", "H", "H", "H", "H", "H", "H", "H"],
  "coordinates": [[0.60, 1.78, -1.17], [0.34, 0.36, -0.69], [1.61, -0.21, -0.50], [-0.48, 0.38, 0.61], [-1.07, -0.90, 1.02], [-0.53, -2.14, 0.97], [0.53, -2.47, 0.46], [-0.31, 2.31, -1.46], [1.27, 1.72, -2.04], [1.12, 2.36, -0.39], [-0.24, -0.18, -1.45], [1.46, -1.14, -0.22], [0.14, 0.79, 1.41], [-1.34, 1.06, 0.47], [-1.93, -0.84, 1.54], [-1.18, -2.88, 1.45]],
  "gap_ev": 10.539,
  "mol_weight_g_mol": 103.12,
  "e_above_lowest_ev": 0.768,
  "smiles": "C[C@@H](O)CNC=O",
  "homo_ev": -9.91,
  "lumo_ev": 0.6,
  "e_tot_ha": -363.0573
}


[2]
{
  "formula": "C4H9NO2",
  "method": "wB97M-V/def2-TZVPD",
  "species": ["C", "C", "C", "O", "N", "C", "O", "H", "H", "H", "H", "H", "H", "H", "H", "H"],
  "coordinates": [[1.45, 0.54, 0.10], [0.31, -0.38, 0.46], [0.76, -1.82, 0.01], [1.05, -2.24, -1.10], [-0.85, -0.30, -0.45], [-1.82, 0.85, 0.00], [-1.07, 2.07, 0.04], [2.31, -0.06, -0.12], [1.87, 1.02, 0.92], [1.35, 1.23, -0.80], [0.11, -0.29, 1.56], [0.66, -2.60, 0.77], [-0.90, -1.16, -0.93], [-2.32, 0.51, 1.01], [-2.54, 0.92, -0.79], [-0.37, 1.74, -0.69]],
  "gap_ev": 10.049,
  "mol_weight_g_mol": 103.12,
  "e_above_lowest_ev": 4.015,
  "smiles": "C[C@H](C=O)NCO",
  "homo_ev": -9.24,
  "lumo_ev": 0.8,
  "e_tot_ha": -362.9380
}


[3]
{
  "formula": "C4H9NO2",
  "method": "wB97M-V/def2-TZVPD",
  "species": ["C", "N", "C", "C", "O", "O", "C", "H", "H", "H", "H", "H", "H", "H", "H", "H"],
  "coordinates": [[1.34, -0.60, 2.24], [1.30, -0.27, 0.82], [-0.02, 0.04, 0.35], [-0.32, -0.60, -0.99], [0.15, -1.66, -1.33], [-1.21, 0.03, -1.79], [-1.61, 1.39, -1.64], [0.80, 0.17, 2.80], [2.38, -0.59, 2.58], [0.89, -1.58, 2.48], [1.70, -1.02, 0.26], [-0.12, 1.12, 0.28], [-0.83, -0.30, 1.02], [-2.70, 1.41, -1.56], [-1.28, 1.92, -2.52], [-1.21, 1.90, -0.76]],
  "gap_ev": 9.843,
  "mol_weight_g_mol": 103.12,
  "e_above_lowest_ev": 1.759,
  "smiles": "CNCC(=O)OC",
  "homo_ev": -9.04,
  "lumo_ev": 0.8,
  "e_tot_ha": -363.0209
}


[4]
{
  "formula": "C4H9NO2",
  "method": "wB97M-V/def2-TZVPD",
  "species": ["C", "C", "O", "C", "N", "C", "O", "H", "H", "H", "H", "H", "H", "H", "H", "H"],
  "coordinates": [[-1.67, -1.49, -0.01], [-0.75, -0.40, -0.55], [-1.44, 0.74, -0.97], [0.20, -0.02, 0.65], [1.13, 1.06, 0.35], [2.42, 1.01, -0.23], [3.06, 0.00, -0.15], [-2.30, -0.87, 0.63], [-1.34, -2.39, 0.49], [-2.28, -1.80, -0.86], [-0.02, -0.71, -1.32], [-0.97, 1.52, -0.63], [-0.50, 0.32, 1.42], [0.78, -0.88, 0.97], [1.04, 1.93, 0.86], [2.64, 1.99, -0.67]],
  "gap_ev": 10.406,
  "mol_weight_g_mol": 103.12,
  "e_above_lowest_ev": 1.748,
  "smiles": "C[C@@H](O)CNC=O",
  "homo_ev": -9.66,
  "lumo_ev": 0.7,
  "e_tot_ha": -363.0213
}